[1]
A single C3H4P2 molecule. Source: the Open Molecules 2025 dataset; level of theory: wB97M-V/def2-TZVPD.

Geometry as XYZ:
```
9
Properties=species:S:1:pos:R:3:mulliken_charge:R:1
P 1.68499 3.24634 -0.08942 0.0028
P 0.85488 1.27265 -0.13183 -0.0147
C -0.45870 -1.16038 -1.11157 -0.5878
C 0.05751 0.10183 1.12259 -0.7117
C -0.30286 -0.16904 -0.24821 0.2143
H -0.94864 0.57937 1.48008 0.2401
H -0.83281 -2.06972 -0.57768 0.2085
H 0.48393 -0.69708 1.69653 0.3309
H -0.53830 -1.10397 -2.14049 0.3177
```

Computed properties:
largest force on an atom = 3.9 eV/Å
multiplicity = 1
HOMO energy (spin up / spin down) = -7.7 / -7.7 eV
orbital gap (spin up / spin down) = 6.25 / 6.25 eV
LUMO (spin up / spin down) = -1.4 / -1.4 eV
ΔE to the lowest compared entry with this formula, charge and spin = 76.15 kcal/mol

---

[2]
12 unconnected molecules or ions with the total composition C38H107N7O12. Source: the Open Molecules 2025 dataset; level of theory: wB97M-V/def2-TZVPD.

Geometry as XYZ:
```
164
Properties=species:S:1:pos:R:3:mulliken_charge:R:1
O 0.45086 0.63459 9.75512 -0.3723
O -3.55728 -0.50722 12.58597 -0.5712
O -3.80223 6.21693 6.32538 -0.4331
O -6.40995 3.84431 3.00218 -0.6078
O -5.18530 -0.50776 6.77169 0.2235
O -3.10820 0.75213 -1.57493 -0.6060
O 1.57232 5.68629 6.79140 -0.6832
O 1.00940 -1.90512 3.98335 -0.3502
O -1.73784 -3.09107 8.02710 -0.5368
O -3.66703 -2.92804 3.02735 -0.1914
O -0.20068 7.80783 1.71968 -0.3611
O -2.04661 2.20064 6.47095 0.4863
N -0.62026 5.85824 4.83733 -0.1119
N -6.81813 6.33115 4.24245 -0.6030
N -4.57225 -5.47082 0.52417 -0.7544
N -7.53056 1.45722 8.91258 -0.8014
N 0.24806 -2.33209 10.99977 -0.4678
N -1.75201 3.13036 3.97646 -0.0117
N 0.63693 1.44244 2.43974 -0.2227
C -5.97756 -0.16772 7.88216 -0.9365
C -2.13325 1.56365 7.72417 -0.0125
C -5.56471 6.85628 4.83237 0.3843
C -6.60703 2.82584 3.93997 0.8966
C -7.02042 1.52612 3.22987 -1.2493
C -6.69366 1.16611 7.74067 0.5799
C -3.01068 2.40931 4.32268 1.2818
C -0.90893 7.08619 2.72411 -0.4418
C -2.11780 2.61389 -0.43400 -0.8688
C -2.60312 1.42376 5.43348 1.4831
C -1.16212 -4.31331 10.51589 -1.4717
C 2.46998 -0.17324 8.73290 -0.9729
C 1.63366 3.24705 6.50240 -0.2289
C -3.52123 1.73477 3.04734 -1.0205
C -5.11695 5.92869 5.94304 0.3475
C -2.41911 -2.32051 3.34273 -0.2117
C -5.52077 -5.25682 2.79413 -1.3387
C -4.08208 1.33019 11.17244 -0.6692
C 1.22650 4.45817 7.36008 -0.0357
C -1.00027 8.10378 0.60973 -0.6682
C -2.56858 -2.33088 7.18758 -0.5761
C 1.12748 -0.50518 3.88943 -0.6008
C 1.20283 5.70549 3.22433 -1.1392
C 1.20860 -0.69138 1.35016 -1.8753
C -0.28164 -3.19918 9.95132 0.3541
C -5.68598 2.31803 7.58231 -0.3471
C -1.01959 -2.31893 8.95605 0.5107
C -4.82093 -4.53998 1.64581 0.6535
C 1.23077 -2.45420 5.26545 -0.6569
C 0.08189 6.59628 3.77245 0.1661
C -2.96378 0.50515 11.74295 0.4123
C 0.54600 -0.03069 2.55855 2.1152
C -2.56881 1.16083 -0.31614 0.6573
C 1.85983 0.83560 9.69838 -0.1118
C -3.47988 -3.95704 2.09480 -0.8605
C -3.31731 5.23546 7.21868 -0.3958
C -5.79043 8.28795 5.32368 -1.5046
C -5.92252 -1.07627 5.70227 -0.7654
H 1.66508 4.39311 8.35930 0.3792
H -3.38834 1.02944 0.39043 -0.1678
H -4.70295 1.68025 11.99851 0.4521
H -7.82502 1.73534 2.52527 0.4260
H -0.47428 -1.84112 11.51506 0.0414
H -2.31117 1.13002 12.35131 0.3577
H -1.91741 -3.90066 11.19182 0.2935
H 0.50995 -3.70054 9.38725 0.2921
H -7.42964 6.07756 5.01922 0.2713
H -7.30346 7.08169 3.76636 0.2323
H -5.47078 -0.21354 8.84753 -0.0528
H -5.02868 -6.17629 3.10719 0.3314
H -1.80363 8.80567 0.84931 0.2806
H 0.30912 -2.35271 5.84960 0.0985
H 2.23957 -0.34827 1.22007 0.4083
H -5.75154 -4.59246 3.62636 0.2466
H -6.43988 4.73407 3.44590 0.3147
H -1.22682 2.46792 3.40775 -0.6264
H -6.46505 8.20517 6.18409 0.3521
H -7.31525 1.15409 6.84549 0.1082
H -2.88303 -2.94973 6.34522 0.4454
H -2.70916 1.04014 2.80704 0.0669
H -3.51561 -2.13056 7.69928 0.3643
H -2.92024 -4.79758 2.52806 0.3091
H 2.00239 -1.88262 5.79912 0.2949
H -5.31272 -1.31289 4.83430 0.1870
H -1.53277 0.64725 7.63476 0.1961
H -3.69393 2.48460 2.28142 0.7545
H 1.68427 6.22447 2.39703 0.4911
H 1.26534 -1.78314 1.38813 0.3615
H -1.24138 3.20229 4.85250 0.4896
H -1.60026 -3.03942 3.34815 0.5842
H -1.73835 -4.86095 9.76867 0.3358
H -4.09303 -4.87631 -0.15213 0.2653
H -1.68851 2.23617 8.45537 0.3685
H -5.80120 6.01487 6.80331 0.3154
H -2.24299 -1.56711 2.56752 0.0215
H -6.21201 8.91975 4.54555 0.4356
H -6.11883 1.15908 2.74396 0.2481
H -1.72577 -1.63818 9.46196 -0.2083
H -5.04564 2.10313 6.72328 -0.4165
H 1.97608 -0.20205 7.76374 -0.0083
H -1.53078 6.30268 4.98758 0.0051
H 0.65348 -0.51396 0.42446 0.4492
H -7.42712 0.79707 3.93179 0.2171
H 1.59915 -3.47504 5.21796 0.3695
H -5.44769 -5.72821 0.08254 0.2753
H -5.21970 4.88856 5.60074 -0.5043
H -3.12751 1.22401 8.03025 -0.8291
H -3.53602 4.21576 6.89459 -0.0154
H -0.53446 -5.03158 11.04664 0.4133
H -6.77177 -0.92557 7.99788 0.5838
H -6.37522 -2.01072 6.06378 0.3407
H -4.82621 6.84585 4.02541 0.1144
H 0.63835 -0.00665 4.73589 0.1701
H -6.25136 3.21370 7.30902 0.4398
H -5.47339 -3.73721 1.28156 0.2721
H -1.42998 7.17560 0.19794 0.2382
H -4.90728 8.75584 5.76512 0.3227
H -1.38248 2.68427 -1.24387 0.4114
H 0.70535 -2.94413 11.66906 0.3151
H -6.50757 -5.56874 2.42927 0.3943
H -2.43952 0.00530 10.92440 -0.2978
H -6.75953 -0.41924 5.44361 0.1465
H -2.39338 0.40692 -2.11742 0.3366
H -1.52604 2.98468 0.40850 0.0889
H 2.29457 0.73660 10.69938 0.3309
H -4.76022 0.78017 10.51871 -0.1931
H 2.17295 -0.17013 3.95213 0.3725
H -3.73468 3.16220 4.64876 -0.8614
H -2.23933 5.36741 7.27389 0.1744
H 1.90993 5.55473 4.03692 0.3497
H -5.65164 2.60991 4.44701 -0.5730
H 2.70598 3.05493 6.43320 0.5435
H 0.15243 4.33669 7.55070 -0.1377
H 1.32384 3.48816 5.48030 -0.1473
H -2.17134 -1.39506 6.78549 -0.0486
H -0.49667 -0.35203 2.48121 -1.4451
H -2.94492 3.27422 -0.67743 0.2909
H 2.07482 1.86106 9.39496 0.1467
H -7.98116 0.57456 9.17749 0.3365
H -0.29994 -1.68099 8.42231 0.0081
H 0.54736 7.46536 4.25260 0.4051
H 3.55447 -0.08200 8.61816 0.4596
H 0.74992 4.76794 2.89434 0.0187
H -1.79865 0.47366 0.04983 -0.1136
H -0.38685 8.45336 -0.22138 0.2674
H -1.20950 6.14687 2.23122 0.1929
H -3.73179 5.37175 8.22384 0.4300
H -3.62637 2.10449 10.55249 0.2293
H 2.39399 -1.16785 9.18982 0.3770
H 1.10249 2.36298 6.85187 -0.1461
H -5.04393 2.60628 8.41464 0.1577
H 0.33443 -0.31373 9.89371 0.0640
H -1.76896 7.65431 3.08156 0.4495
H -3.43639 0.76960 5.70630 -0.5581
H -2.46363 -1.76790 4.27930 -0.3777
H -1.79071 0.84162 4.97337 -0.4644
H -7.32384 3.07028 4.73673 0.4640
H 0.59236 1.60550 1.43530 0.2790
H 0.92656 5.91262 6.08670 0.3332
H -0.95974 4.94422 4.51639 -0.1531
H 1.61498 1.64966 2.65267 0.3258
H -4.42940 1.16995 3.26330 -0.7429
H -2.84545 -0.87652 13.11802 0.3069
H -6.96633 1.60085 9.75061 0.2710
H -2.91818 -3.60107 1.21827 0.2734
```

Computed properties:
largest force on an atom = 2.2 eV/Å
multiplicity = 1
HOMO energy = -8.9 eV
orbital gap = 9.44 eV
LUMO = 0.5 eV
ΔE to the lowest compared entry with this formula, charge and spin = 22.66 kcal/mol

---

[3]
A molecular structure, C2H8KN4O2. Source: the Open Molecules 2025 dataset; level of theory: wB97M-V/def2-TZVPD.

Geometry as XYZ:
```
17
Properties=species:S:1:pos:R:3:mulliken_charge:R:1
K -1.31518 -3.94726 1.40931 0.9978
O -2.65180 -0.01865 -1.85156 -0.6778
O 2.90378 -0.08581 3.01181 -0.6889
N -4.82125 -0.38593 -2.30486 -0.3964
N -3.31654 -1.13137 -3.61352 -0.3737
N 4.48068 0.88104 1.76492 -0.3349
N 3.90355 1.78111 3.56445 -0.3816
C -3.55516 -0.43773 -2.55966 0.6465
C 3.75917 0.75022 2.77810 0.6255
H -4.07681 -1.67357 -3.99835 0.1718
H 4.66265 2.39096 3.29620 0.1662
H 5.10759 1.63345 1.51803 0.1746
H 3.54164 1.75671 4.50706 0.2236
H -2.42628 -1.14097 -4.09045 0.2130
H -5.13549 0.08180 -1.46666 0.2275
H 4.41594 0.14218 1.07935 0.2158
H -5.47649 -0.59624 -3.04414 0.1913
```

Computed properties:
largest force on an atom = 8.6 eV/Å
multiplicity = 1
HOMO energy = -11.7 eV
orbital gap = 7.48 eV
total charge = +1
LUMO = -4.2 eV
ΔE to the lowest compared entry with this formula, charge and spin = 60.52 kcal/mol

---

What did the third record say?
A molecular structure, C2H8KN4O2. Source: the Open Molecules 2025 dataset; level of theory: wB97M-V/def2-TZVPD.

Geometry as XYZ:
```
17
Properties=species:S:1:pos:R:3:mulliken_charge:R:1
K -1.31518 -3.94726 1.40931 0.9978
O -2.65180 -0.01865 -1.85156 -0.6778
O 2.90378 -0.08581 3.01181 -0.6889
N -4.82125 -0.38593 -2.30486 -0.3964
N -3.31654 -1.13137 -3.61352 -0.3737
N 4.48068 0.88104 1.76492 -0.3349
N 3.90355 1.78111 3.56445 -0.3816
C -3.55516 -0.43773 -2.55966 0.6465
C 3.75917 0.75022 2.77810 0.6255
H -4.07681 -1.67357 -3.99835 0.1718
H 4.66265 2.39096 3.29620 0.1662
H 5.10759 1.63345 1.51803 0.1746
H 3.54164 1.75671 4.50706 0.2236
H -2.42628 -1.14097 -4.09045 0.2130
H -5.13549 0.08180 -1.46666 0.2275
H 4.41594 0.14218 1.07935 0.2158
H -5.47649 -0.59624 -3.04414 0.1913
```

Computed properties:
largest force on an atom = 8.6 eV/Å
multiplicity = 1
HOMO energy = -11.7 eV
orbital gap = 7.48 eV
total charge = +1
LUMO = -4.2 eV
ΔE to the lowest compared entry with this formula, charge and spin = 60.52 kcal/mol

---

Question: What is the formula in the third record?
Answer: C2H8KN4O2